(1)
Molecular formula: C5H11BrN3O3
Method: DFT, ωB97M-V/def2-TZVPD

Positions of all 23 atoms, in Å:
C 1.397 -0.894 0.139
C -0.494 -2.119 0.775
C -0.030 -1.742 -1.611
C -2.275 3.222 0.441
C 2.393 -0.194 -0.568
N -0.964 1.321 0.763
N 0.278 -1.509 -0.254
N -0.090 1.812 0.012
O 1.596 -0.949 1.462
O 1.035 1.549 -0.413
O -2.146 1.944 0.902
Br 3.997 0.478 0.108
H -0.001 -2.728 1.639
H -0.972 -1.313 1.266
H -0.959 -3.058 0.408
H 0.250 -2.743 -1.992
H -1.169 -1.710 -1.682
H 0.405 -1.040 -2.348
H -1.830 3.860 1.193
H -3.348 3.336 0.309
H -1.839 3.290 -0.545
H 2.275 -0.129 -1.642
H 2.492 -0.684 1.639

The total charge is +1. The orbital gap (alpha / beta) is 0.276 / 0.291 Eh. As for the spin multiplicity: 1. Its HOMO energy (alpha / beta) is -13.345 / -12.936 eV. The calculation puts the relative energy (zero: lowest compared OMol25 entry of this formula, charge and spin) at 1.1046 eV.

***

(2)
Molecular formula: C5H11ClCrF3V
Method: DFT, ωB97M-V/def2-TZVPD

Positions of all 22 atoms, in Å:
Cr 0.305 -0.701 -0.252
Cl -0.183 1.290 -1.740
C -1.687 -1.224 0.163
H -1.853 -1.972 0.971
H -2.192 -1.583 -0.751
H -2.197 -0.283 0.453
V 0.427 0.566 -3.764
C -1.072 0.852 -4.999
C 2.137 1.361 -4.337
C 0.749 -1.127 -4.109
H 2.824 1.001 -3.554
H 2.460 0.939 -5.299
H 2.175 2.460 -4.384
H -1.874 0.270 -4.516
H -1.422 1.890 -5.091
H -0.871 0.426 -5.989
H -0.019 -1.836 -4.476
H 1.773 -1.544 -4.149
F 1.819 -1.324 2.257
C 1.465 -0.212 1.487
F 0.793 0.653 2.366
F 2.668 0.432 1.173

The total charge is -1. The expectation value of S² is 8.813. The orbital gap (alpha / beta) is 0.227 / 0.140 Eh. As for the spin multiplicity: 6. Its HOMO energy (alpha / beta) is -3.220 / -3.722 eV.

***

(3)
Molecular formula: C5H11ClF3RhRu
Method: DFT, ωB97M-V/def2-TZVPD

Positions of all 22 atoms, in Å:
Ru 0.413 0.010 -1.123
Cl 1.557 -1.916 -0.736
C 1.855 1.222 -1.729
C -0.613 -0.669 -2.668
H 1.631 1.529 -2.760
H 1.926 2.112 -1.086
H 2.783 0.637 -1.692
H -0.437 -0.008 -3.528
H -1.695 -0.695 -2.441
H -0.234 -1.686 -2.872
Rh -0.352 -0.037 1.191
C -1.968 -0.693 2.073
C -0.849 1.296 -0.330
H -2.829 -0.183 1.623
H -2.004 -1.783 1.956
H -1.856 -0.407 3.132
H -1.930 1.171 -0.454
H -0.535 2.317 -0.044
F 0.741 0.185 3.761
C 1.036 -0.471 2.589
F 2.303 -0.120 2.258
F 1.059 -1.812 2.878

The total charge is -1. The expectation value of S² is 24.765. The orbital gap (alpha / beta) is 0.190 / 0.242 Eh. As for the spin multiplicity: 10. Its HOMO energy (alpha / beta) is -1.371 / -5.596 eV. The calculation puts the relative energy (zero: lowest compared OMol25 entry of this formula, charge and spin) at 0.9148 eV.

***

(4)
Molecular formula: C5H11ClIN4O4P2
Method: DFT, ωB97M-V/def2-TZVPD

Positions of all 28 atoms, in Å:
O 2.017 -3.066 2.290
P 0.891 -2.331 2.810
O 1.308 -1.455 4.081
O -0.237 -3.309 3.309
N 0.208 -1.175 1.721
C 0.836 -0.732 0.605
N 2.068 -1.130 0.242
C 2.207 -0.640 -0.964
N 1.299 0.314 -1.232
P 1.427 1.539 -2.520
O 0.514 2.705 -1.873
Cl 3.323 2.238 -2.143
N 0.315 0.144 -0.281
C -0.992 0.794 -0.197
C -1.833 0.701 -1.465
C -1.899 -0.673 -2.141
I -2.188 -2.311 -0.786
H 1.384 -0.537 3.798
H -1.131 -2.944 3.301
H -0.691 -0.760 1.899
H 2.950 -0.981 -1.666
H 0.097 3.139 -2.631
H -0.848 1.848 0.034
H -1.549 0.383 0.631
H -1.553 1.427 -2.223
H -2.850 0.949 -1.169
H -2.783 -0.678 -2.767
H -1.071 -0.862 -2.815

The total charge is +1. The orbital gap is 0.342 Eh. As for the spin multiplicity: 1. Its HOMO energy is -13.034 eV. As for the SMILES: O=P(O)(O)Nc1ncn(P(O)Cl)[n+]1CCCI.

***

(5)
Molecular formula: C5H11ClLaNSTm
Method: DFT, ωB97M-V/def2-TZVPD

Positions of all 21 atoms, in Å:
La 2.165 0.651 1.295
Cl -0.274 -0.310 1.090
C 2.929 -1.358 0.465
H 4.002 -1.084 0.319
H 2.388 -1.558 -0.482
H 2.804 -2.142 1.240
Tm -1.636 0.415 -0.978
C -2.088 -1.851 -1.190
C -2.719 1.965 0.375
C -1.613 1.242 -2.962
H -1.934 2.722 0.575
H -3.599 2.454 -0.085
H -2.989 1.527 1.356
H -1.114 -2.289 -1.491
H -2.348 -2.311 -0.216
H -2.853 -2.100 -1.949
H -1.649 0.603 -3.877
H -1.917 2.293 -3.182
S 2.907 0.924 3.913
C 4.280 0.324 3.153
N 5.256 -0.116 2.630

The total charge is -1. The expectation value of S² is 2.003. The orbital gap (alpha / beta) is 0.122 / 0.122 Eh. As for the spin multiplicity: 3. Its HOMO energy (alpha / beta) is -2.061 / -2.033 eV.

***

(6)
Molecular formula: C5H11ClN
Method: DFT, ωB97M-V/def2-TZVPD

Positions of all 18 atoms, in Å:
C -0.331 -0.166 -0.529
C -0.841 -2.088 0.926
C -0.078 2.150 0.147
C 1.796 0.778 -0.581
C -0.502 -1.493 -0.492
N 0.347 0.935 -0.439
Cl -2.911 0.409 0.254
H -1.288 -2.997 0.737
H 0.041 -2.010 1.558
H -1.635 -1.535 1.372
H -1.032 2.472 -0.270
H 0.757 2.939 0.101
H -0.319 2.059 1.241
H 2.219 1.575 -1.260
H 2.161 -0.089 -1.001
H 2.124 0.769 0.468
H 0.499 -1.765 -0.905
H -1.007 -1.943 -1.329

The total charge is +1. The orbital gap (alpha / beta) is 0.305 / 0.268 Eh. As for the spin multiplicity: 1. Its HOMO energy (alpha / beta) is -14.279 / -13.976 eV. The calculation puts the relative energy (zero: lowest compared OMol25 entry of this formula, charge and spin) at 5.0627 eV.

***

(7)
Molecular formula: C5H11ClNOP
Method: DFT, ωB97M-V/def2-TZVPD

Positions of all 20 atoms, in Å:
C -1.381 0.956 0.515
C -0.080 1.366 -0.204
C -0.965 -0.076 1.614
C 1.053 -0.273 0.282
C 2.517 -0.497 -1.552
N 0.035 -0.992 0.979
O 1.422 -1.068 -0.773
P -0.543 -2.456 0.273
Cl 2.371 0.314 1.260
H -1.759 1.875 1.077
H -2.135 0.538 -0.163
H -0.108 1.300 -1.252
H 0.541 2.242 0.222
H -0.315 0.670 2.385
H -1.782 -0.480 2.242
H 2.498 0.582 -1.533
H 2.412 -0.840 -2.614
H 3.596 -0.630 -1.270
H -1.333 -1.826 -0.702
H -1.760 -2.328 0.912

The orbital gap is 0.340 Eh. As for the spin multiplicity: 1. Its HOMO energy is -8.396 eV. The calculation puts the relative energy (zero: lowest compared OMol25 entry of this formula, charge and spin) at 3.5791 eV.

***

(8)
Molecular formula: C5H11ClNSTiTm
Method: DFT, ωB97M-V/def2-TZVPD

Positions of all 21 atoms, in Å:
Ti 0.993 -0.056 -1.164
Cl 2.388 -1.726 -0.846
C 1.657 0.944 -2.788
C -0.794 -0.796 -1.753
H 0.895 0.850 -3.573
H 1.815 2.003 -2.542
H 2.603 0.487 -3.108
H -0.949 -0.360 -2.754
H -1.641 -0.566 -1.094
H -0.673 -1.886 -1.845
Tm -0.924 0.727 1.992
C -2.027 -1.289 1.781
C 0.671 1.425 0.423
H -3.113 -1.111 1.701
H -1.712 -1.886 0.917
H -1.851 -1.897 2.681
H 0.490 2.327 -0.207
H 1.707 1.563 0.822
S 1.068 -0.594 3.218
C 0.126 0.503 3.962
N -0.729 1.339 4.176

The total charge is -1. The expectation value of S² is 3.756. The orbital gap (alpha / beta) is 0.159 / 0.223 Eh. As for the spin multiplicity: 4. Its HOMO energy (alpha / beta) is -2.214 / -3.956 eV. The calculation puts the relative energy (zero: lowest compared OMol25 entry of this formula, charge and spin) at 0.6754 eV.

***

(9)
Molecular formula: C5H11F
Method: DFT, ωB97M-V/def2-TZVPD

Positions of all 17 atoms, in Å:
C 2.090 -0.516 -0.304
C 1.436 0.725 0.324
C -0.062 0.706 -0.030
F -0.563 2.045 -0.169
C -1.073 -0.203 0.632
C -2.174 -0.432 -0.306
H 1.416 -1.385 0.038
H 2.109 -0.489 -1.349
H 3.084 -0.727 0.059
H 1.566 0.720 1.427
H 1.882 1.548 -0.079
H -0.150 0.497 -1.071
H -0.523 -1.186 0.818
H -1.396 0.172 1.588
H -3.127 -0.860 0.221
H -2.571 0.487 -0.689
H -1.943 -1.102 -1.110

The orbital gap is 0.454 Eh. As for the spin multiplicity: 1. Its HOMO energy is -11.176 eV. As for the SMILES: CCC(F)CC. The calculation puts the relative energy (zero: lowest compared OMol25 entry of this formula, charge and spin) at 0.7406 eV.

***

(10)
Molecular formula: C5H11F
Method: DFT, ωB97M-V/def2-TZVPD

Positions of all 17 atoms, in Å:
C 0.969 -0.041 1.216
C -0.015 0.375 0.122
C 0.857 0.773 -1.083
C -0.735 1.554 0.750
C -0.890 -0.829 -0.221
F -0.214 -1.894 -0.819
H 1.544 0.783 1.667
H 0.601 -0.531 2.106
H 1.454 -0.910 0.761
H 1.235 -0.147 -1.538
H 0.144 1.250 -1.831
H 1.748 1.359 -0.772
H -1.380 2.086 -0.023
H -1.417 1.499 1.553
H 0.050 2.350 0.909
H -1.702 -0.494 -0.855
H -1.467 -1.192 0.692

The orbital gap is 0.429 Eh. As for the spin multiplicity: 1. Its HOMO energy is -10.794 eV. As for the SMILES: CC(C)(C)CF. The calculation puts the relative energy (zero: lowest compared OMol25 entry of this formula, charge and spin) at 0.8864 eV.